Record 1
This record from OMol25 describes a gas-phase ion, C4H8NO (charge +1) at a distorted geometry. The level of theory is ωB97M-V with the def2-TZVPD basis set.

Values from the calculation:
- orbital gap (eV) = 12.7
- E_tot (eV) = -7805.40940
- structure (SMILES) = C[N+](C)=C1CO1
- HOMO energy (eV) = -16.28
- charge = +1

Each atom is followed by the atoms it is bonded to, with distances in Å.
Element x y z (Å)
1 C -0.95515 -0.05516 -0.04569  C2 1.453, N5 1.256, O6 1.267
2 C -2.15871 0.75853 -0.06342  C1 1.453, O6 1.475, H7 1.019, H8 1.197
3 C 0.83756 -1.52997 -0.05891  N5 1.489, H9 1.025, H10 1.037, H11 1.096
4 C 1.22651 0.92983 0.13387  N5 1.430, H12 1.097, H13 1.129, H14 1.096
5 N 0.29738 -0.14294 -0.03909  C1 1.256, C3 1.489, C4 1.430
6 O -2.03780 -0.70764 0.04227  C1 1.267, C2 1.475
7 H -2.33697 1.27373 0.79697  C2 1.019
8 H -2.56922 1.28970 -1.05472  C2 1.197
9 H 1.00330 -1.69516 -1.05715  C3 1.025
10 H 0.33621 -2.35134 0.32656  C3 1.037
11 H 1.74854 -1.68337 0.52993  C3 1.096
12 H 1.77160 0.88967 1.08445  C4 1.097
13 H 0.81302 1.97333 0.01288  C4 1.129
14 H 2.02374 1.05079 -0.60794  C4 1.096

---

Record 2
This record from OMol25 describes a gas-phase ion, C4H8NO (charge +1) at a distorted geometry. The level of theory is ωB97M-V with the def2-TZVPD basis set.

Values from the calculation:
- orbital gap (eV) = 10.6
- E_tot (eV) = -7804.96515
- structure (SMILES) = C=[N+]1CCCO1
- HOMO energy (eV) = -15.70
- charge = +1

Each atom is followed by the atoms it is bonded to, with distances in Å.
Element x y z (Å)
1 C 1.85354 0.14445 1.14691  N5 1.265, H7 1.067, H8 1.092
2 C -0.80368 0.23903 -1.11701  C3 1.533, C4 1.496, H9 1.178, H10 1.097
3 C 0.40222 -0.54795 -0.59180  C2 1.533, N5 1.336, H11 1.176, H12 1.046
4 C -1.57749 0.31039 0.16152  C2 1.496, O6 1.462, H13 1.033, H14 1.067
5 N 0.72880 -0.01499 0.58945  C1 1.265, C3 1.336, O6 1.459
6 O -0.54310 0.36556 1.19379  C4 1.462, N5 1.459
7 H 1.81554 0.44835 2.16927  C1 1.067
8 H 2.83369 -0.15252 0.76869  C1 1.092
9 H -0.43440 1.33652 -1.33099  C2 1.178
10 H -1.26222 -0.35290 -1.91829  C2 1.097
11 H 0.08152 -1.66114 -0.38762  C3 1.176
12 H 1.25268 -0.44866 -1.19326  C3 1.046
13 H -2.31892 0.98884 0.39835  C4 1.033
14 H -2.02818 -0.65499 0.11098  C4 1.067

---

Record 3
This record from OMol25 describes a gas-phase ion, C4H8NO (charge +1) at a distorted geometry. The level of theory is ωB97M-V with the def2-TZVPD basis set.

Values from the calculation:
- orbital gap (spin up / spin down) (eV) = 7.5 / 7.8
- E_tot (eV) = -7802.74745
- HOMO energy (spin up / spin down) (eV) = -15.45 / -15.65
- charge = +1

Each atom is followed by the atoms it is bonded to, with distances in Å.
Element x y z (Å)
1 C -0.36860 -1.07984 -2.11177  N5 1.236, H7 1.083, H8 1.081
2 C -0.12664 0.95525 0.86508  C3 1.518, C4 1.655, H9 1.047, H10 1.031
3 C -0.95111 -0.00457 0.02669  C2 1.518, N5 1.508, H11 1.120, H12 0.992
4 C 1.28742 0.20544 1.28624  C2 1.655, O6 1.284, H13 1.147, H14 1.165
5 N -0.04360 -0.59579 -1.02197  C1 1.236, C3 1.508
6 O 1.76667 -0.35683 0.23664  C4 1.284
7 H 0.36879 -1.43862 -2.81988  C1 1.083
8 H -1.39185 -1.15307 -2.45336  C1 1.081
9 H 0.13243 1.70659 0.18417  C2 1.047
10 H -0.64270 1.28690 1.69310  C2 1.031
11 H -1.34084 -0.84662 0.65458  C3 1.120
12 H -1.66226 0.58353 -0.33741  C3 0.992
13 H 1.80464 1.19209 1.55927  C4 1.147
14 H 1.16764 -0.45446 2.23862  C4 1.165

---

Record 4
This record from OMol25 describes a gas-phase ion, C4H8NO2 (charge -1) at a distorted geometry. The level of theory is ωB97M-V with the def2-TZVPD basis set.

Values from the calculation:
- orbital gap (eV) = 6.6
- E_tot (eV) = -9861.35965
- structure (SMILES) = N[C@H](C[O-])CC=O
- HOMO energy (eV) = -2.56
- charge = -1

Each atom is followed by the atoms it is bonded to, with distances in Å.
Element x y z (Å)
1 C -0.94754 -0.26658 1.45660  O2 1.293, C3 1.590, H8 1.157, H9 1.115
2 O -1.35395 -1.43011 1.06663  C1 1.293
3 C 0.32208 0.07800 0.56307  C1 1.590, C4 1.504, N7 1.470, H10 1.032
4 C -0.35076 0.61956 -0.66856  C3 1.504, C5 1.545, H11 1.151, H12 1.123
5 C 0.65545 0.86414 -1.81549  C4 1.545, O6 1.216, H13 1.042
6 O 0.46531 1.71602 -2.66155  C5 1.216
7 N 1.12182 -1.07165 0.11720  C3 1.470, H14 1.046, H15 0.942
8 H -1.72515 0.48974 1.05467  C1 1.157
9 H -0.83092 -0.11307 2.55437  C1 1.115
10 H 0.98193 0.76284 0.96482  C3 1.032
11 H -1.14021 -0.11550 -1.06975  C4 1.151
12 H -0.93732 1.50827 -0.31233  C4 1.123
13 H 1.38943 0.13893 -1.95781  C5 1.042
14 H 0.48614 -1.90001 0.05006  N7 1.046
15 H 1.86370 -1.28061 0.65806  N7 0.942

---

Number 3 is which compound? C4H8NO

---

Copy entry 4 word for word.
This record from OMol25 describes a gas-phase ion, C4H8NO2 (charge -1) at a distorted geometry. The level of theory is ωB97M-V with the def2-TZVPD basis set.

Values from the calculation:
- orbital gap (eV) = 6.6
- E_tot (eV) = -9861.35965
- structure (SMILES) = N[C@H](C[O-])CC=O
- HOMO energy (eV) = -2.56
- charge = -1

Each atom is followed by the atoms it is bonded to, with distances in Å.
Element x y z (Å)
1 C -0.94754 -0.26658 1.45660  O2 1.293, C3 1.590, H8 1.157, H9 1.115
2 O -1.35395 -1.43011 1.06663  C1 1.293
3 C 0.32208 0.07800 0.56307  C1 1.590, C4 1.504, N7 1.470, H10 1.032
4 C -0.35076 0.61956 -0.66856  C3 1.504, C5 1.545, H11 1.151, H12 1.123
5 C 0.65545 0.86414 -1.81549  C4 1.545, O6 1.216, H13 1.042
6 O 0.46531 1.71602 -2.66155  C5 1.216
7 N 1.12182 -1.07165 0.11720  C3 1.470, H14 1.046, H15 0.942
8 H -1.72515 0.48974 1.05467  C1 1.157
9 H -0.83092 -0.11307 2.55437  C1 1.115
10 H 0.98193 0.76284 0.96482  C3 1.032
11 H -1.14021 -0.11550 -1.06975  C4 1.151
12 H -0.93732 1.50827 -0.31233  C4 1.123
13 H 1.38943 0.13893 -1.95781  C5 1.042
14 H 0.48614 -1.90001 0.05006  N7 1.046
15 H 1.86370 -1.28061 0.65806  N7 0.942

---

Copy entry 2 word for word.
This record from OMol25 describes a gas-phase ion, C4H8NO (charge +1) at a distorted geometry. The level of theory is ωB97M-V with the def2-TZVPD basis set.

Values from the calculation:
- orbital gap (eV) = 10.6
- E_tot (eV) = -7804.96515
- structure (SMILES) = C=[N+]1CCCO1
- HOMO energy (eV) = -15.70
- charge = +1

Each atom is followed by the atoms it is bonded to, with distances in Å.
Element x y z (Å)
1 C 1.85354 0.14445 1.14691  N5 1.265, H7 1.067, H8 1.092
2 C -0.80368 0.23903 -1.11701  C3 1.533, C4 1.496, H9 1.178, H10 1.097
3 C 0.40222 -0.54795 -0.59180  C2 1.533, N5 1.336, H11 1.176, H12 1.046
4 C -1.57749 0.31039 0.16152  C2 1.496, O6 1.462, H13 1.033, H14 1.067
5 N 0.72880 -0.01499 0.58945  C1 1.265, C3 1.336, O6 1.459
6 O -0.54310 0.36556 1.19379  C4 1.462, N5 1.459
7 H 1.81554 0.44835 2.16927  C1 1.067
8 H 2.83369 -0.15252 0.76869  C1 1.092
9 H -0.43440 1.33652 -1.33099  C2 1.178
10 H -1.26222 -0.35290 -1.91829  C2 1.097
11 H 0.08152 -1.66114 -0.38762  C3 1.176
12 H 1.25268 -0.44866 -1.19326  C3 1.046
13 H -2.31892 0.98884 0.39835  C4 1.033
14 H -2.02818 -0.65499 0.11098  C4 1.067